Record 1
Molecular formula: C28H24N4O3SSiTl
Method: DFT, wB97M-V/def2-TZVPD

XYZ file:
```
62
Properties=species:S:1:pos:R:3
Tl 1.59 3.09 -1.87
N 2.13 -5.16 -0.72
C 2.70 -3.89 -0.93
C 3.83 -3.50 -0.21
C 4.38 -2.24 -0.41
C 3.82 -1.38 -1.34
C 2.71 -1.77 -2.06
C 2.15 -3.02 -1.86
S 4.48 0.25 -1.59
O 5.75 0.32 -0.90
O 4.48 0.46 -3.02
N 3.38 1.26 -1.00
C 3.07 1.32 0.30
N 3.54 0.46 1.23
C 3.06 0.59 2.45
C 2.13 1.54 2.83
C 1.72 2.40 1.82
N 2.19 2.32 0.59
H 2.31 -5.54 0.19
H 1.14 -5.19 -0.94
H 4.26 -4.17 0.52
H 5.23 -1.91 0.16
H 2.27 -1.09 -2.78
H 1.26 -3.31 -2.41
H 3.43 -0.13 3.18
H 1.73 1.60 3.83
H 0.97 3.17 1.99
O -0.16 1.74 -1.29
Si -1.40 1.12 -0.52
C -0.88 -0.46 0.39
C 0.47 -0.78 0.46
C 0.92 -1.88 1.19
C 0.00 -2.69 1.84
C -1.35 -2.40 1.77
C -1.79 -1.30 1.05
C -2.13 2.25 0.81
C -2.87 3.38 0.44
C -3.36 4.27 1.38
C -3.11 4.06 2.73
C -2.37 2.95 3.12
C -1.89 2.06 2.17
C -2.83 0.72 -1.69
C -2.57 0.52 -3.05
C -3.59 0.18 -3.93
C -4.89 0.05 -3.47
C -5.17 0.25 -2.13
C -4.15 0.59 -1.25
H 1.18 -0.16 -0.06
H 1.98 -2.09 1.23
H 0.35 -3.54 2.41
H -2.07 -3.04 2.27
H -2.85 -1.08 1.01
H -3.08 3.56 -0.61
H -3.93 5.13 1.07
H -3.48 4.75 3.47
H -2.17 2.78 4.17
H -1.31 1.20 2.49
H -1.56 0.63 -3.41
H -3.37 0.03 -4.98
H -5.69 -0.21 -4.16
H -6.19 0.16 -1.77
H -4.39 0.76 -0.21
```

Properties
charge	-1
LUMO energy	2.5	eV
frontier orbital gap	7.95	eV
HOMO energy	-5.40	eV

---

Record 2
Molecular formula: C28H24N5O4Pt
Method: DFT, wB97M-V/def2-TZVPD

XYZ file:
```
62
Properties=species:S:1:pos:R:3
Pt 1.12 0.95 -1.40
O 7.46 3.33 -2.06
C 7.32 2.02 -1.57
C 5.85 1.72 -1.46
C 5.39 0.44 -1.20
C 4.04 0.20 -1.13
N 3.13 1.17 -1.31
C 3.56 2.44 -1.50
C 4.91 2.73 -1.59
C 2.50 3.45 -1.59
C 2.72 4.81 -1.68
C 1.63 5.67 -1.75
C 1.85 7.15 -1.86
O 3.20 7.38 -2.17
C 0.35 5.13 -1.73
C 0.20 3.76 -1.63
N 1.25 2.94 -1.56
H 8.39 3.52 -2.23
H 7.76 1.91 -0.58
H 7.79 1.28 -2.22
H 6.08 -0.39 -1.06
H 3.67 -0.78 -0.90
H 5.24 3.74 -1.79
H 3.72 5.21 -1.70
H 1.57 7.61 -0.89
H 1.16 7.56 -2.61
H 3.35 8.32 -2.32
H -0.52 5.76 -1.79
H -0.78 3.30 -1.63
C -6.20 -4.05 6.53
O -6.66 -4.46 5.21
C -5.94 -4.39 4.16
C -4.57 -3.93 4.16
C -3.90 -3.88 2.99
C -4.56 -4.25 1.75
C -5.92 -4.77 1.78
C -6.58 -4.82 2.95
N -4.01 -4.16 0.58
N -2.83 -3.80 0.27
C -2.44 -2.70 -0.25
C -3.32 -1.54 -0.45
C -2.84 -0.35 -0.82
C -1.42 -0.18 -1.04
O -0.92 0.91 -1.37
C -0.54 -1.34 -0.97
N 0.75 -1.11 -1.32
C 1.53 -2.16 -1.52
C 1.09 -3.47 -1.30
C -0.19 -3.70 -0.85
C -1.03 -2.60 -0.68
H -7.09 -4.02 7.14
H -5.74 -3.07 6.48
H -5.51 -4.80 6.91
H -4.09 -3.66 5.08
H -2.86 -3.58 2.96
H -6.37 -5.09 0.86
H -7.59 -5.20 3.02
H -4.39 -1.69 -0.30
H -3.49 0.51 -0.98
H 2.53 -1.98 -1.89
H 1.77 -4.29 -1.50
H -0.55 -4.70 -0.67
```

Properties
charge	+3
LUMO energy	-10.0	eV
frontier orbital gap	6.40	eV
HOMO energy	-16.37	eV

---

Record 3
Molecular formula: C28H24NO2P
Method: DFT, wB97M-V/def2-TZVPD

XYZ file:
```
56
Properties=species:S:1:pos:R:3
C 5.62 -3.87 1.20
C 4.56 -3.72 2.10
C 3.47 -2.91 1.80
C 3.43 -2.21 0.58
P 1.98 -1.21 0.05
C 0.59 -2.33 0.41
C -0.38 -2.01 1.37
C -1.44 -2.89 1.61
C -1.57 -4.07 0.87
C -0.62 -4.37 -0.11
C 0.46 -3.51 -0.35
C 1.75 0.24 1.04
C 2.16 1.50 0.64
N 2.49 2.61 0.39
O 2.07 -0.90 -1.41
C 4.50 -2.34 -0.32
C 5.59 -3.17 -0.01
H 6.45 -4.54 1.43
H 4.58 -4.27 3.05
H 2.63 -2.82 2.49
H -0.30 -1.08 1.93
H -2.18 -2.65 2.37
H -2.41 -4.75 1.04
H -0.72 -5.28 -0.71
H 1.19 -3.73 -1.12
H 1.62 0.09 2.12
H 4.46 -1.81 -1.28
H 6.40 -3.29 -0.73
C -5.56 -1.00 -1.91
O -4.58 -0.48 -2.85
C -3.62 0.36 -2.37
C -2.70 0.89 -3.31
C -1.71 1.73 -2.90
C -1.56 2.13 -1.53
C -0.49 2.99 -1.16
C -0.45 3.98 -0.14
C 0.67 4.86 -0.11
C 0.87 5.75 0.94
C -0.07 5.82 1.98
C -1.23 5.03 1.94
C -1.44 4.16 0.87
C -2.48 1.57 -0.60
C -3.48 0.70 -0.99
H -6.18 -1.69 -2.50
H -5.07 -1.53 -1.08
H -6.18 -0.17 -1.51
H -2.83 0.60 -4.35
H -1.00 2.12 -3.62
H 0.39 2.97 -1.83
H 1.40 4.79 -0.92
H 1.74 6.41 0.94
H 0.09 6.50 2.82
H -1.98 5.11 2.72
H -2.38 3.62 0.81
H -2.38 1.80 0.46
H -4.16 0.28 -0.25
```

Properties
LUMO energy	-2.7	eV
frontier orbital gap	3.38	eV
HOMO energy	-6.10	eV

---

Record 4
Molecular formula: C28H25CdIN9O3S
Method: DFT, wB97M-V/def2-TZVPD

XYZ file:
```
68
Properties=species:S:1:pos:R:3
Cd -0.29 -0.58 0.85
C -0.21 3.86 -0.54
C 0.29 2.94 -1.60
N 1.07 3.43 -2.52
C 1.56 2.60 -3.46
C 1.30 1.26 -3.52
C 1.98 0.45 -4.60
O 1.08 -0.04 -5.59
C 0.43 0.69 -2.56
C 0.11 -0.68 -2.66
N -0.42 -1.44 -1.76
C -0.43 -2.79 -2.01
C 0.65 -3.40 -2.68
C 0.69 -4.76 -2.92
C -0.34 -5.57 -2.49
C -1.40 -5.01 -1.79
C -1.43 -3.65 -1.56
I -3.08 -2.84 -0.51
C -0.09 1.54 -1.52
O -0.88 1.14 -0.62
H 0.35 4.79 -0.57
H -0.11 3.38 0.42
H -1.27 4.08 -0.69
H 2.22 3.07 -4.19
H 2.47 -0.44 -4.17
H 2.75 1.07 -5.08
H 0.48 0.68 -5.80
H 0.31 -1.13 -3.64
H 1.48 -2.79 -3.00
H 1.54 -5.19 -3.43
H -0.32 -6.63 -2.69
H -2.19 -5.65 -1.42
N 3.10 -2.95 -0.75
C 2.28 -2.11 -0.03
S 1.00 -2.86 0.84
N 2.61 -0.85 -0.04
N 1.85 0.00 0.69
C 2.38 1.14 0.96
C 1.78 2.19 1.73
C 2.46 3.42 1.81
C 1.96 4.49 2.50
C 0.73 4.37 3.14
C 0.04 3.19 3.10
C 0.53 2.03 2.43
O -0.12 0.93 2.51
H 2.70 -3.84 -0.98
H 3.63 -2.49 -1.48
H 3.40 1.33 0.60
H 3.40 3.51 1.28
H 2.51 5.42 2.55
H 0.31 5.22 3.67
H -0.92 3.09 3.60
N -4.21 0.42 2.78
C -4.64 1.01 1.62
C -3.68 0.74 0.69
N -2.70 0.00 1.24
C -3.02 -0.18 2.50
C -2.21 -0.92 3.42
N -1.27 -1.76 3.04
C -0.72 -2.26 4.17
C -1.33 -1.73 5.27
N -2.30 -0.88 4.79
H -4.71 0.43 3.66
H -5.56 1.56 1.57
H -3.64 1.04 -0.34
H 0.08 -2.97 4.12
H -1.18 -1.88 6.32
H -2.84 -0.24 5.34
```

Properties
charge	-1
LUMO energy	2.0	eV
frontier orbital gap	5.96	eV
HOMO energy	-3.95	eV

---

Record 5
Molecular formula: C28H25CdIN9O3S
Method: DFT, wB97M-V/def2-TZVPD

XYZ file:
```
68
Properties=species:S:1:pos:R:3
Cd -0.64 0.78 0.18
C 1.13 2.01 3.74
C 2.17 1.07 3.21
N 3.41 1.22 3.61
C 4.36 0.42 3.09
C 4.10 -0.57 2.18
C 5.29 -1.38 1.72
O 5.65 -2.40 2.65
C 2.76 -0.82 1.77
C 2.53 -1.96 0.93
N 1.43 -2.32 0.36
C 1.48 -3.38 -0.52
C 2.50 -3.51 -1.48
C 2.51 -4.55 -2.39
C 1.49 -5.50 -2.37
C 0.46 -5.38 -1.46
C 0.44 -4.33 -0.56
I -1.11 -4.15 0.82
C 1.73 0.07 2.25
O 0.49 0.02 1.97
H 1.53 2.57 4.58
H 0.23 1.47 4.02
H 0.84 2.70 2.95
H 5.37 0.62 3.42
H 6.14 -0.70 1.57
H 5.11 -1.89 0.77
H 5.48 -2.04 3.53
H 3.39 -2.63 0.81
H 3.29 -2.77 -1.49
H 3.31 -4.63 -3.11
H 1.51 -6.33 -3.07
H -0.34 -6.11 -1.44
N -3.76 0.98 3.26
C -2.90 1.28 2.22
S -3.07 0.30 0.79
N -2.12 2.30 2.40
N -1.26 2.57 1.38
C -0.70 3.72 1.39
C 0.25 4.17 0.39
C 1.01 5.31 0.68
C 1.95 5.82 -0.20
C 2.13 5.17 -1.43
C 1.38 4.07 -1.76
C 0.39 3.52 -0.89
O -0.32 2.53 -1.28
H -4.17 0.06 3.20
H -3.45 1.26 4.17
H -0.95 4.42 2.19
H 0.87 5.78 1.64
H 2.53 6.69 0.06
H 2.87 5.55 -2.13
H 1.53 3.58 -2.71
N -0.39 0.11 -4.01
C -1.70 -0.29 -3.96
C -1.94 -0.60 -2.65
N -0.81 -0.39 -1.91
C 0.10 0.06 -2.75
C 1.45 0.48 -2.41
N 1.85 0.86 -1.23
C 3.16 1.22 -1.35
C 3.57 1.04 -2.64
N 2.47 0.57 -3.32
H 0.06 0.51 -4.81
H -2.33 -0.32 -4.83
H -2.84 -0.96 -2.19
H 3.72 1.59 -0.51
H 4.51 1.20 -3.13
H 2.45 0.31 -4.28
```

Properties
charge	-1
LUMO energy	2.0	eV
frontier orbital gap	6.13	eV
HOMO energy	-4.17	eV

---

Record 6
Molecular formula: C28H25ClCoNP
Method: DFT, wB97M-V/def2-TZVPD

XYZ file:
```
57
Properties=species:S:1:pos:R:3
C 2.24 -1.71 -1.54
C 2.10 -1.71 -2.97
C 0.73 -2.06 -3.27
H 2.91 -1.59 -3.67
C 0.06 -2.33 -2.04
C 0.99 -2.12 -0.99
H 0.80 -2.32 0.05
H 3.11 -1.56 -0.94
H 0.25 -2.19 -4.25
H -0.96 -2.70 -1.92
Co 0.87 -0.48 -2.13
Cl 2.47 1.09 -1.29
C 1.02 1.77 -3.62
C -0.24 1.21 -4.10
C 0.07 0.20 -5.05
H -1.23 1.61 -3.84
C 1.48 0.07 -5.13
C 2.07 1.01 -4.26
H 3.13 1.22 -4.13
H 1.13 2.67 -3.04
H -0.67 -0.31 -5.68
H 2.02 -0.58 -5.84
N -0.46 0.39 -1.08
P -0.41 0.28 0.52
C 1.06 0.77 1.52
C 2.25 0.01 1.54
C 3.25 0.22 2.48
C 3.10 1.23 3.44
C 1.96 2.03 3.41
C 0.98 1.84 2.44
C -1.72 1.38 1.13
C -2.22 1.36 2.45
C -3.23 2.25 2.81
C -3.74 3.16 1.89
C -3.24 3.19 0.58
C -2.22 2.31 0.21
C -0.91 -1.30 1.31
C -0.07 -2.08 2.12
C -0.58 -3.15 2.87
C -1.95 -3.45 2.83
C -2.80 -2.69 2.01
C -2.27 -1.64 1.23
H 2.43 -0.77 0.79
H 4.15 -0.39 2.45
H 3.88 1.39 4.19
H 1.84 2.83 4.13
H 0.12 2.51 2.41
H -1.83 0.65 3.18
H -3.63 2.23 3.83
H -4.55 3.84 2.18
H -3.65 3.88 -0.16
H -1.82 2.32 -0.81
H 0.99 -1.87 2.20
H 0.09 -3.74 3.50
H -2.36 -4.26 3.46
H -3.86 -2.89 1.99
H -2.94 -1.04 0.62
```

Properties
charge	-2
LUMO energy (spin up / spin down)	4.6 / 4.6	eV
frontier orbital gap (spin up / spin down)	4.11 / 4.16	eV
HOMO energy (spin up / spin down)	0.49 / 0.44	eV
multiplicity	4

---

Record 7
Molecular formula: C28H25CuN9O4S2
Method: DFT, wB97M-V/def2-TZVPD

XYZ file:
```
69
Properties=species:S:1:pos:R:3
Cu -0.73 0.79 -0.56
O 3.88 1.46 4.73
C 3.96 0.70 3.76
O 4.72 -0.26 3.53
C 2.90 0.92 2.66
C 1.69 1.52 2.94
C 0.70 1.54 1.96
N 0.90 1.05 0.74
C 2.10 0.52 0.44
C 3.11 0.43 1.38
C 2.27 0.03 -0.95
C 3.42 -0.63 -1.38
C 3.53 -0.98 -2.71
C 2.50 -0.67 -3.58
C 1.38 -0.03 -3.06
N 1.26 0.29 -1.78
C -0.66 2.10 2.21
C -1.03 2.65 3.43
C -2.32 3.13 3.57
C -3.19 3.07 2.50
C -2.73 2.51 1.32
N -1.50 2.03 1.18
H 1.55 1.92 3.93
H 4.05 -0.05 1.18
H 4.21 -0.86 -0.69
H 4.41 -1.49 -3.06
H 2.55 -0.91 -4.63
H 0.54 0.23 -3.70
H -0.34 2.68 4.25
H -2.64 3.56 4.52
H -4.21 3.44 2.57
H -3.38 2.44 0.45
N 3.82 -4.58 1.88
C 2.58 -3.96 1.90
C 2.44 -2.70 2.49
C 1.21 -2.07 2.46
C 0.12 -2.67 1.84
C 0.25 -3.93 1.27
C 1.47 -4.57 1.30
S -1.38 -1.77 1.75
O -1.33 -0.72 2.72
O -2.48 -2.69 1.73
N -1.32 -1.00 0.30
C -1.66 -1.54 -0.87
N -1.90 -2.83 -1.14
C -2.21 -3.10 -2.40
C -2.27 -2.15 -3.42
C -1.96 -0.85 -3.06
N -1.68 -0.54 -1.80
H 4.49 -4.24 2.55
H 3.82 -5.58 1.78
H 3.27 -2.21 2.98
H 1.09 -1.12 2.95
H -0.61 -4.39 0.80
H 1.58 -5.55 0.85
H -2.41 -4.14 -2.61
H -2.52 -2.42 -4.43
H -1.95 -0.04 -3.78
C -3.71 4.36 -4.06
N -2.44 4.05 -3.44
C -2.23 3.03 -2.60
N -3.24 2.19 -2.37
S -0.72 2.85 -1.86
H -3.57 5.21 -4.73
H -4.47 4.63 -3.32
H -4.07 3.53 -4.67
H -1.67 4.69 -3.54
H -4.15 2.30 -2.79
H -3.09 1.40 -1.76
```

Properties
LUMO energy (spin up / spin down)	-0.4 / -1.2	eV
frontier orbital gap (spin up / spin down)	7.22 / 6.43	eV
HOMO energy (spin up / spin down)	-7.62 / -7.62	eV
multiplicity	2